The following is a quantum chemistry calculation of C20H37N4O3S2SiV as an isolated structure, from OMol25.

As for the charge: +1. The spin multiplicity is 4.

Cartesian coordinates (Å):
V1 2.9848 -0.0501 -0.3890
C1 2.7171 1.8141 3.4979
C2 2.7885 1.5333 2.0319
N1 3.3378 0.4466 1.5542
N2 3.9901 -0.4185 2.3800
C3 4.7269 -1.3915 1.8094
N3 5.3726 -2.2488 2.5970
S1 4.8563 -1.5261 0.1152
C4 2.2623 2.4007 0.9937
C5 1.6533 3.6329 1.2564
C6 1.2932 4.4459 0.2041
C7 1.5189 4.0068 -1.0974
C8 2.0697 2.7582 -1.2881
N4 2.4492 1.9768 -0.2731
H1 3.7155 1.9597 3.9212
H2 2.2335 0.9892 4.0270
H3 2.1498 2.7110 3.7196
H4 3.9584 -0.2697 3.3788
H5 5.3119 -2.2211 3.6017
H6 5.9221 -2.9781 2.1756
H7 1.4795 3.9521 2.2719
H8 0.8338 5.4070 0.3895
H9 1.2505 4.6081 -1.9537
H10 2.2138 2.3394 -2.2757
C9 -0.4605 -0.1502 3.0023
C10 -0.8252 -0.9795 1.7796
C11 0.0102 -2.2530 1.7369
C12 -2.3176 -1.2871 1.8119
O1 -0.5080 -0.1455 0.6431
Si1 -0.5024 -0.5011 -0.9640
S2 1.4306 -1.0151 -1.6793
O2 -1.4675 -1.7837 -1.1864
C13 -1.6989 -2.7162 -2.2670
C14 -0.7328 -3.8803 -2.0860
C15 -1.4866 -2.0363 -3.6117
C16 -3.1377 -3.1835 -2.1095
O3 -0.9374 0.8257 -1.7945
C17 -2.1582 1.6070 -1.7199
C18 -2.0719 2.5313 -0.5132
C19 -3.3881 0.7173 -1.6164
C20 -2.1925 2.4082 -3.0131
H11 -0.6918 -0.6872 3.9217
H12 -1.0128 0.7901 2.9984
H13 0.6029 0.0750 2.9863
H14 -0.1574 -2.8500 2.6344
H15 1.0755 -2.0078 1.6781
H16 -0.2463 -2.8595 0.8690
H17 -2.5583 -1.8807 2.6955
H18 -2.6163 -1.8432 0.9288
H19 -2.8937 -0.3618 1.8624
H20 0.2990 -3.5359 -2.1485
H21 -0.8921 -4.6340 -2.8571
H22 -0.8917 -4.3519 -1.1151
H23 -0.4545 -1.7037 -3.7257
H24 -2.1427 -1.1732 -3.7213
H25 -1.7055 -2.7316 -4.4224
H26 -3.2776 -3.6487 -1.1333
H27 -3.3864 -3.9160 -2.8768
H28 -3.8281 -2.3460 -2.1973
H29 -1.9537 1.9595 0.4066
H30 -2.9787 3.1331 -0.4384
H31 -1.2238 3.2072 -0.6183
H32 -3.3824 0.1288 -0.6995
H33 -3.4504 0.0365 -2.4627
H34 -4.2831 1.3404 -1.6139
H35 -1.3070 3.0399 -3.0891
H36 -3.0770 3.0445 -3.0487
H37 -2.2111 1.7403 -3.8738

Cartesian forces, eV/Å:
0.09 0.31 0.32
0.16 0.12 0.00
0.02 -0.39 0.21
-0.22 0.29 -0.13
0.04 -0.13 0.23
0.14 -0.14 -0.46
-0.12 0.14 0.23
0.06 0.08 0.22
-0.28 0.67 0.21
0.17 -0.28 0.08
0.00 -0.04 -0.20
-0.05 0.02 0.04
-0.02 -0.01 -0.22
0.19 -0.40 0.03
0.02 -0.01 -0.02
0.02 0.01 -0.01
-0.03 -0.01 -0.03
0.03 -0.06 0.02
0.01 -0.01 -0.01
-0.01 0.00 -0.05
0.00 0.02 0.01
0.00 0.01 0.00
-0.01 0.01 0.01
-0.04 0.07 -0.01
-0.05 0.04 -0.06
0.02 0.04 0.04
0.02 -0.02 -0.01
0.03 -0.01 0.00
-0.09 -0.07 -0.07
0.07 -0.18 0.06
-0.19 -0.18 -0.48
-0.13 0.02 0.11
0.08 -0.04 0.02
-0.03 -0.02 -0.01
0.00 0.00 -0.06
0.03 -0.01 0.00
-0.11 0.12 0.09
0.15 0.05 -0.07
-0.04 0.05 -0.01
-0.01 0.01 0.02
-0.02 0.01 0.03
-0.01 -0.03 0.01
-0.01 0.02 0.00
0.15 0.01 -0.01
-0.02 0.01 0.02
-0.02 0.01 0.00
0.00 0.00 -0.03
0.02 0.00 0.00
-0.03 -0.05 -0.08
0.01 0.03 -0.03
0.00 -0.02 0.01
-0.03 0.00 -0.04
0.01 0.01 0.02
0.01 0.01 0.01
-0.01 0.01 0.00
-0.01 -0.04 0.01
0.00 0.01 0.02
0.01 -0.02 -0.03
-0.02 0.05 0.00
0.00 -0.02 0.00
-0.01 0.01 0.00
0.06 0.00 0.01
0.02 -0.04 0.04
0.00 -0.02 -0.03
-0.01 0.01 0.00
0.03 0.00 0.00
-0.02 0.01 0.01
0.00 -0.03 -0.01

The following is a quantum chemistry calculation of a 8-piece molecular cluster, C20H37N5O4 overall, from OMol25.

As for the charge: 0. The SMILES is CN(C)C=O.CC(C)=O.CC(C)=O.CC(C)=O.CC#N.CC#N.CC#N.CC#N. The spin multiplicity is 1.

Cartesian coordinates (Å):
C1 -4.0802 -3.4177 -1.5682
N1 -2.6925 -3.0058 -1.6005
C2 -1.6571 -3.9504 -1.4107
C3 -2.2684 -1.7104 -1.8084
O1 -3.0078 -0.7605 -1.9766
H1 -4.6797 -2.5331 -1.7829
H2 -4.3523 -3.8908 -0.6247
H3 -4.1949 -4.0841 -2.4232
H4 -1.9239 -4.8840 -1.9059
H5 -0.6591 -3.6350 -1.7150
H6 -1.6692 -4.1646 -0.3420
H7 -1.1708 -1.6612 -1.8800
C4 0.8484 0.7279 -0.8051
C5 0.9544 -0.2497 0.3155
C6 1.3348 0.2811 1.7117
O2 0.6609 -1.4429 0.0560
H8 0.4984 1.6924 -0.4371
H9 0.0420 0.4239 -1.4725
H10 1.8059 0.7398 -1.3258
H11 2.0017 1.1356 1.5969
H12 1.8256 -0.5666 2.1899
H13 0.4816 0.6417 2.2863
C7 2.3472 3.4935 -3.1036
C8 3.7651 2.9470 -2.9877
C9 4.1202 2.2758 -1.7364
O3 4.6272 2.9492 -3.8800
H14 2.0155 4.1341 -2.2865
H15 1.5925 2.7108 -3.0275
H16 2.1535 3.9525 -4.0732
H17 3.2990 1.9779 -1.0843
H18 4.5190 3.0590 -1.0916
H19 4.8417 1.4684 -1.8612
C10 -3.5018 -1.1573 2.9431
C11 -3.2531 -0.2438 1.7434
C12 -4.3741 -0.0375 0.7621
O4 -2.2130 0.4376 1.7313
H20 -3.6137 -2.2111 2.6878
H21 -4.4570 -1.0057 3.4458
H22 -2.6736 -1.1952 3.6507
H23 -4.2334 0.8352 0.1242
H24 -5.3212 0.1359 1.2729
H25 -4.4685 -0.9287 0.1417
C13 -3.5946 3.0399 -2.7644
C14 -2.2264 2.6591 -2.9621
N2 -1.0589 2.3730 -3.1871
H26 -3.9852 2.0778 -2.4326
H27 -4.0711 3.3596 -3.6912
H28 -3.7973 3.7864 -1.9964
C15 -0.1787 -1.9564 4.0365
C16 -0.3555 -3.2575 3.3959
N3 -0.5887 -4.2657 2.9638
H29 -0.7395 -2.0954 4.9608
H30 -0.5930 -1.1090 3.4904
H31 0.8689 -1.8902 4.3303
C17 4.7351 5.3510 1.2676
C18 3.8406 4.4468 2.0363
N4 3.2490 3.6502 2.6136
H32 4.2188 5.9179 0.4929
H33 5.5823 4.9116 0.7410
H34 5.3994 5.9843 1.8556
C19 3.2305 -3.8084 0.5822
C20 3.5427 -3.5770 2.0334
N5 3.8506 -3.3135 3.1268
H35 3.9476 -4.4916 0.1273
H36 3.2387 -2.8767 0.0166
H37 2.2153 -4.1994 0.5141

Cartesian forces, eV/Å:
0.62 0.51 -0.79
0.72 2.50 -0.58
-0.21 -1.67 1.12
-1.03 -0.93 -0.41
-0.02 0.25 0.13
-0.07 -0.05 0.28
-0.03 -0.03 -0.04
-0.42 -0.41 0.22
0.19 -0.09 -0.24
-0.29 0.24 -0.03
0.66 -0.42 0.19
-0.09 0.20 0.19
-0.80 0.15 0.09
-1.63 -2.13 -0.24
0.35 -0.87 -1.21
1.12 2.43 1.34
0.66 0.31 0.00
0.31 -0.29 -0.21
-0.19 0.33 -0.10
0.18 -0.10 0.09
0.03 0.28 0.44
-0.23 -0.25 -0.23
-0.09 -0.06 -0.57
0.77 -0.43 -2.16
-0.04 -0.06 1.99
-2.05 0.58 1.15
0.54 0.35 0.07
0.28 -0.58 -0.05
0.29 0.25 0.14
-0.27 -0.32 -0.50
0.72 0.14 0.00
-0.02 0.25 -0.05
-0.01 -1.06 -0.24
1.49 1.84 1.41
-0.04 0.05 -0.15
-1.80 -1.50 -0.38
0.08 -0.17 -0.72
0.06 0.68 0.03
-0.20 0.66 -0.08
0.46 -0.24 -0.01
0.00 -0.31 0.29
-0.10 0.05 -0.09
-0.73 -0.69 0.24
8.29 -0.90 -1.70
-7.17 1.65 1.47
-0.86 0.07 0.01
0.11 -0.18 -0.01
0.47 -0.05 0.02
0.03 -0.94 0.74
0.37 3.46 0.86
-0.60 -3.30 -1.49
-0.05 0.44 0.22
0.40 -0.21 -0.18
-0.01 0.51 -0.24
0.58 0.18 -0.24
1.37 0.25 -0.68
-0.19 0.22 -0.06
-0.23 0.13 0.41
-0.55 -1.33 -0.23
-0.99 0.51 0.74
-0.15 0.09 0.93
0.65 0.67 0.59
-0.74 -0.60 -1.98
-0.08 -0.05 0.22
0.09 0.09 0.29
0.09 -0.13 -0.03

The following is a quantum chemistry calculation of C20H37N5O7P2ReSi as an isolated structure, from OMol25.

As for the charge: +2. The spin multiplicity is 2.

Cartesian coordinates (Å):
Re1 0.2015 0.5538 -0.1886
C1 -3.3645 1.5734 1.4867
N1 -2.6503 1.2079 2.7187
C2 -3.4675 1.2679 3.9417
P1 -1.0438 1.2376 2.7556
O1 -0.4857 0.3076 1.6660
O2 -0.5342 2.7298 2.3943
P2 0.3788 3.3432 1.2192
O3 0.0793 2.5369 -0.0644
N2 1.8887 3.1388 1.7301
C3 2.2943 2.8272 3.1055
C4 2.9873 3.4464 0.8000
N3 -0.0018 4.8643 0.9075
C5 -1.1271 5.2425 0.0381
C6 0.4972 5.9478 1.7695
N4 -0.4351 0.8788 4.1917
C7 -0.0840 -0.5039 4.5548
C8 -0.3950 1.8444 5.2967
H1 -4.2620 0.9621 1.4102
H2 -2.7575 1.3680 0.6065
H3 -3.6511 2.6267 1.4993
H4 -4.3882 0.7179 3.7566
H5 -3.7185 2.2961 4.2066
H6 -2.9487 0.7888 4.7669
H7 1.4962 3.0447 3.8093
H8 3.1497 3.4509 3.3634
H9 2.5867 1.7794 3.1934
H10 2.6053 3.5862 -0.2102
H11 3.6878 2.6113 0.7875
H12 3.5069 4.3529 1.1125
H13 -1.3984 4.4169 -0.6134
H14 -0.8163 6.0844 -0.5781
H15 -1.9889 5.5400 0.6370
H16 1.3941 5.6331 2.2991
H17 -0.2617 6.2488 2.4926
H18 0.7499 6.8005 1.1418
H19 -0.2356 -1.1728 3.7118
H20 -0.7110 -0.8327 5.3840
H21 0.9623 -0.5444 4.8568
H22 -0.7227 2.8289 4.9664
H23 0.6225 1.9185 5.6812
H24 -1.0516 1.5167 6.1034
C9 6.0345 0.5380 -0.1540
Si1 5.0224 -0.9923 -0.4667
C10 5.2590 -2.2941 0.8373
C11 5.1496 -1.6341 -2.2002
C12 3.2280 -0.3958 -0.2750
C13 2.0687 0.0148 -0.1999
H25 7.0896 0.2987 -0.3110
H26 5.9340 0.8965 0.8714
H27 5.7800 1.3443 -0.8434
H28 6.2956 -2.6393 0.8247
H29 4.6249 -3.1636 0.6584
H30 5.0511 -1.9105 1.8368
H31 6.1757 -1.9571 -2.3929
H32 4.9025 -0.8699 -2.9381
H33 4.5018 -2.4960 -2.3659
O4 -3.2946 -0.8889 -1.1872
C14 -2.1503 -1.1833 -1.0892
O5 -1.2019 -0.1291 -1.1599
C15 -1.5866 -2.5038 -0.7747
C16 -0.2197 -2.7434 -0.6775
C17 0.2448 -3.9963 -0.3284
C18 -0.6869 -5.0049 -0.0961
C19 -2.0497 -4.8086 -0.2059
C20 -2.5037 -3.5464 -0.5462
N5 -0.1821 -6.3470 0.2796
O6 1.0219 -6.4713 0.3643
O7 -1.0053 -7.2053 0.4917
H34 0.5220 -1.9890 -0.9196
H35 1.2988 -4.2146 -0.2447
H36 -2.7260 -5.6307 -0.0230
H37 -3.5629 -3.3482 -0.6337

Cartesian forces, eV/Å:
-0.34 -0.10 -0.16
-0.01 -0.05 0.05
0.03 0.20 0.11
-0.01 -0.05 -0.06
-0.10 -0.28 -0.24
0.21 0.14 0.14
-0.13 0.20 0.04
0.04 -0.02 0.01
0.04 -0.20 0.05
-0.06 0.04 0.06
0.05 0.03 -0.01
0.02 -0.03 -0.02
0.04 -0.01 0.12
-0.01 -0.01 0.00
0.02 0.00 -0.04
0.12 0.03 0.00
-0.05 0.00 0.01
-0.07 -0.01 -0.01
0.00 0.00 -0.02
0.02 0.03 -0.02
0.01 0.00 -0.01
0.00 -0.01 0.01
0.00 0.00 0.00
0.01 0.02 0.02
0.01 -0.02 -0.03
-0.01 0.01 0.01
0.00 0.00 -0.01
0.00 0.01 0.00
0.00 0.00 0.00
0.00 0.00 0.00
0.00 0.00 0.00
-0.01 0.00 -0.01
0.00 0.00 0.00
-0.01 -0.01 0.01
-0.01 0.01 -0.01
0.00 0.00 0.00
0.02 0.01 -0.02
0.01 -0.02 0.00
-0.01 0.00 0.02
0.01 0.00 0.00
0.00 -0.01 0.02
0.01 0.00 0.01
0.09 -0.05 -0.07
-0.08 0.03 0.12
0.05 -0.01 -0.06
0.06 -0.01 -0.05
-0.04 0.06 -0.06
-0.08 -0.10 0.05
-0.01 0.02 0.01
-0.03 0.00 0.01
-0.01 0.00 0.00
-0.01 0.00 0.00
-0.01 0.01 0.01
-0.01 0.01 0.00
0.00 0.00 0.01
-0.01 0.01 0.01
-0.02 0.01 0.02
0.29 -0.08 -0.18
-0.42 0.33 0.58
0.32 0.06 -0.28
-0.27 -0.67 -0.03
0.01 0.02 -0.02
-0.28 -0.40 0.13
0.34 0.38 -0.13
0.03 0.06 0.00
0.27 0.37 -0.08
0.12 -0.04 0.13
-0.09 -0.01 -0.03
0.00 0.02 -0.05
-0.05 0.07 -0.03
-0.01 -0.02 -0.01
-0.01 0.01 0.00
0.01 0.02 -0.02

no.,total energy (eV),largest force on an atom (eV/A)
1,-88680.494,0.8
2,-36977.594,8.5
3,-71694.553,0.8